Entry 1:
{
  "formula": "C32H28ClF4GdN6O4S2",
  "method": "ωB97M-V/def2-TZVPD",
  "symbols": ["Gd", "C", "N", "C", "C", "C", "N", "C", "C", "F", "C", "F", "C", "C", "F", "C", "F", "H", "H", "H", "H", "H", "H", "H", "H", "H", "H", "H", "C", "C", "C", "C", "C", "C", "C", "C", "C", "S", "C", "N", "H", "H", "H", "H", "H", "H", "H", "H", "N", "C", "C", "C", "C", "C", "C", "S", "N", "C", "C", "C", "C", "C", "C", "N", "H", "H", "H", "H", "H", "H", "H", "H", "H", "O", "Cl", "O", "O", "O"],
  "coordinates": [[-0.206, 1.054, -0.141], [-1.390, 3.811, -1.840], [-1.971, 2.460, -1.736], [-2.143, 1.952, -3.099], [-3.274, 2.517, -1.056], [-3.159, 2.462, 0.447], [-2.418, 1.257, 0.796], [-2.740, 0.502, 1.885], [-2.035, -0.699, 2.070], [-1.072, -0.991, 1.150], [-2.234, -1.585, 3.096], [-1.480, -2.698, 3.136], [-3.171, -1.334, 4.083], [-3.869, -0.152, 3.954], [-4.786, 0.186, 4.877], [-3.674, 0.737, 2.909], [-4.398, 1.879, 2.928], [-2.018, 4.449, -2.478], [-0.395, 3.736, -2.276], [-1.308, 4.273, -0.861], [-2.798, 2.624, -3.673], [-2.595, 0.962, -3.075], [-1.176, 1.890, -3.596], [-3.853, 1.653, -1.390], [-3.817, 3.418, -1.379], [-4.170, 2.473, 0.852], [-2.671, 3.368, 0.827], [-3.340, -2.012, 4.904], [-2.774, -1.501, -1.066], [-1.733, -1.573, -2.143], [-1.892, -2.617, -3.097], [-1.005, -2.740, -4.107], [0.048, -1.802, -4.231], [0.969, -1.881, -5.304], [1.948, -0.941, -5.408], [2.034, 0.099, -4.459], [1.164, 0.211, -3.398], [1.414, 1.535, -2.273], [0.144, -0.781, -3.269], [-0.739, -0.713, -2.198], [-3.749, -1.739, -1.496], [-2.844, -0.523, -0.594], [-2.573, -2.242, -0.290], [-2.727, -3.296, -2.987], [-1.095, -3.534, -4.840], [0.873, -2.683, -6.026], [2.662, -0.980, -6.220], [2.813, 0.843, -4.560], [3.527, -1.152, 1.926], [3.983, -2.266, 1.228], [5.017, -3.041, 1.746], [5.471, -4.141, 1.046], [4.893, -4.490, -0.175], [3.856, -3.733, -0.682], [3.398, -2.611, 0.010], [2.133, -1.661, -0.686], [1.650, -0.640, 0.552], [2.344, -0.500, 1.666], [1.805, 0.366, 2.738], [2.529, 0.679, 3.886], [1.920, 1.427, 4.878], [0.613, 1.843, 4.700], [-0.016, 1.527, 3.506], [0.550, 0.808, 2.542], [3.899, -1.039, 2.852], [5.461, -2.773, 2.698], [6.278, -4.733, 1.456], [5.246, -5.352, -0.724], [3.393, -4.007, -1.623], [3.563, 0.391, 4.015], [2.468, 1.687, 5.774], [0.092, 2.431, 5.442], [-1.015, 1.889, 3.295], [1.642, 4.000, 2.251], [1.276, 3.603, 0.931], [1.484, 4.630, -0.041], [1.950, 2.345, 0.531], [-0.189, 3.180, 0.913]],
  "lowdin_spin": [7.184, 0.001, -0.005, 0.000, 0.000, -0.001, -0.028, -0.002, 0.000, 0.002, 0.000, 0.000, 0.000, 0.000, 0.000, -0.001, 0.000, 0.000, 0.000, 0.000, 0.000, 0.000, 0.000, 0.000, 0.000, -0.001, 0.000, 0.000, 0.001, 0.000, 0.000, 0.000, 0.000, 0.001, -0.001, -0.004, -0.012, -0.106, -0.001, -0.002, 0.000, 0.000, 0.000, 0.000, 0.000, 0.000, 0.000, -0.001, 0.000, 0.000, 0.000, 0.000, 0.000, 0.000, 0.000, 0.000, -0.011, 0.001, 0.000, 0.000, 0.000, 0.000, 0.000, -0.003, 0.000, 0.000, 0.000, 0.000, 0.000, 0.000, 0.000, 0.000, 0.000, -0.001, 0.001, 0.000, 0.002, -0.012],
  "e_above_lowest_kj_mol": 3.0,
  "mol_weight_g_mol": 893.443,
  "gap_ev": [6.042, 6.712],
  "s_squared": 15.913,
  "fmax_ha_per_bohr": 0.0524,
  "homo_energy_ev": [-7.3, -7.4],
  "multiplicity": 8
}

***

Entry 2:
{
  "formula": "C32H28F4IN3O3ReS5",
  "method": "ωB97M-V/def2-TZVPD",
  "symbols": ["Re", "C", "C", "N", "C", "C", "C", "C", "N", "C", "C", "F", "C", "F", "C", "C", "F", "C", "F", "H", "H", "H", "H", "H", "H", "H", "H", "H", "H", "H", "H", "H", "H", "H", "O", "C", "C", "C", "C", "C", "S", "C", "C", "C", "C", "S", "C", "C", "C", "C", "S", "H", "H", "H", "H", "H", "H", "H", "H", "H", "O", "S", "O", "N", "C", "S", "C", "C", "C", "C", "C", "C", "H", "H", "H", "H", "I"],
  "coordinates": [[0.191, 0.528, -0.625], [-2.969, -0.830, 0.799], [-2.651, 0.639, 0.637], [-1.879, 0.985, -0.608], [-2.515, 0.377, -1.825], [-3.939, 0.828, -2.103], [-1.835, 2.477, -0.712], [-0.937, 2.885, -1.862], [0.266, 2.035, -1.792], [1.435, 2.421, -2.461], [2.639, 1.876, -2.026], [2.584, 0.979, -1.007], [3.854, 2.208, -2.580], [4.968, 1.663, -2.090], [3.918, 3.102, -3.630], [2.735, 3.636, -4.094], [2.748, 4.491, -5.117], [1.511, 3.305, -3.535], [0.404, 3.844, -4.063], [-3.333, -0.960, 1.817], [-2.087, -1.458, 0.685], [-3.740, -1.181, 0.110], [-2.064, 0.993, 1.477], [-3.560, 1.244, 0.637], [-2.485, -0.697, -1.676], [-1.871, 0.590, -2.680], [-4.604, 0.606, -1.270], [-4.302, 0.280, -2.973], [-4.015, 1.890, -2.334], [-1.460, 2.849, 0.245], [-2.843, 2.872, -0.832], [-0.660, 3.934, -1.749], [-1.433, 2.775, -2.828], [4.864, 3.371, -4.078], [-0.162, -1.197, -1.220], [0.616, -2.422, -1.287], [2.093, -2.098, -1.258], [2.923, -2.067, -0.174], [4.245, -1.666, -0.503], [4.391, -1.404, -1.829], [2.942, -1.659, -2.697], [0.217, -3.100, -2.575], [0.851, -4.123, -3.214], [0.126, -4.596, -4.342], [-1.038, -3.919, -4.529], [-1.282, -2.730, -3.326], [0.204, -3.252, -0.086], [0.000, -2.813, 1.188], [-0.367, -3.855, 2.081], [-0.420, -5.064, 1.460], [-0.063, -4.946, -0.208], [2.599, -2.337, 0.821], [5.047, -1.580, 0.216], [5.282, -1.086, -2.346], [1.800, -4.526, -2.891], [0.467, -5.391, -4.989], [-1.764, -4.051, -5.315], [0.079, -1.783, 1.512], [-0.593, -3.683, 3.123], [-0.674, -6.021, 1.887], [-2.411, -0.828, 5.639], [-1.608, -0.238, 4.606], [-0.925, -1.155, 3.714], [-2.440, 0.857, 3.735], [-1.931, 2.072, 3.831], [-2.444, 3.417, 2.964], [-0.756, 2.151, 4.771], [0.009, 3.253, 5.111], [1.083, 3.068, 5.974], [1.387, 1.807, 6.484], [0.620, 0.700, 6.142], [-0.443, 0.909, 5.287], [-0.242, 4.222, 4.701], [1.694, 3.915, 6.257], [2.229, 1.691, 7.154], [0.843, -0.285, 6.531], [0.884, 1.258, 1.743]],
  "lowdin_spin": [0.838, 0.000, -0.001, 0.000, 0.006, 0.001, 0.009, 0.002, -0.009, 0.002, -0.002, 0.012, 0.000, 0.000, -0.002, 0.000, 0.000, -0.002, -0.001, 0.000, 0.000, 0.000, 0.000, -0.001, 0.000, 0.001, 0.000, 0.000, 0.000, 0.001, 0.001, 0.000, 0.000, 0.000, 0.091, 0.020, 0.006, 0.000, 0.000, -0.001, 0.000, 0.000, 0.000, 0.000, 0.001, 0.001, 0.000, 0.000, 0.000, 0.000, 0.000, 0.000, 0.000, 0.000, 0.000, 0.000, 0.000, 0.000, 0.000, 0.000, 0.000, 0.000, 0.001, 0.000, 0.001, 0.000, 0.001, 0.000, 0.000, 0.000, 0.000, 0.000, 0.000, 0.000, 0.000, 0.000, 0.020],
  "e_above_lowest_kj_mol": 115.7,
  "mol_weight_g_mol": 1052.032,
  "gap_ev": [6.108, 5.781],
  "s_squared": 0.755,
  "fmax_ha_per_bohr": 0.0024,
  "homo_energy_ev": [-7.3, -7.3],
  "multiplicity": 2
}

***

Entry 3:
{
  "formula": "C32H28INO8PPtS2",
  "method": "ωB97M-V/def2-TZVPD",
  "symbols": ["Pt", "I", "C", "C", "C", "C", "C", "C", "C", "C", "C", "P", "C", "C", "C", "C", "C", "C", "C", "C", "C", "C", "C", "C", "C", "H", "H", "H", "H", "H", "H", "H", "H", "H", "H", "H", "H", "H", "H", "H", "H", "O", "S", "O", "O", "O", "C", "C", "C", "C", "C", "C", "C", "S", "O", "O", "N", "C", "C", "C", "O", "O", "H", "H", "H", "H", "H", "H", "H", "H", "H", "H", "H", "H"],
  "coordinates": [[0.265, 0.229, -0.226], [-0.820, -1.560, -2.122], [-2.765, -0.862, -2.534], [-3.484, -1.849, -3.162], [-4.840, -1.698, -3.485], [-5.467, -0.541, -3.145], [-4.760, 0.501, -2.504], [-5.488, 1.676, -2.191], [-4.880, 2.729, -1.591], [-3.507, 2.644, -1.303], [-2.745, 1.536, -1.580], [-0.957, 1.769, -1.239], [-0.265, 2.263, -2.838], [-1.035, 2.504, -3.971], [-0.418, 2.855, -5.165], [0.962, 2.964, -5.228], [1.734, 2.716, -4.099], [1.127, 2.359, -2.906], [-0.862, 3.247, -0.188], [-1.003, 3.054, 1.185], [-0.903, 4.143, 2.039], [-0.647, 5.411, 1.536], [-0.491, 5.598, 0.168], [-0.599, 4.517, -0.694], [-3.367, 0.387, -2.186], [-2.993, -2.784, -3.398], [-5.368, -2.505, -3.977], [-6.519, -0.390, -3.357], [-6.541, 1.704, -2.444], [-5.426, 3.629, -1.344], [-3.040, 3.501, -0.839], [-2.114, 2.420, -3.925], [-1.020, 3.036, -6.047], [1.440, 3.230, -6.163], [2.813, 2.779, -4.148], [1.727, 2.131, -2.031], [-1.175, 2.065, 1.605], [-1.007, 3.984, 3.105], [-0.555, 6.254, 2.210], [-0.277, 6.584, -0.227], [-0.470, 4.660, -1.760], [3.908, 0.301, 1.162], [2.865, 0.158, 0.187], [1.799, -0.860, 0.668], [3.317, -0.146, -1.156], [1.906, 1.397, 0.181], [6.766, -3.177, 2.414], [5.393, -3.489, 1.883], [4.986, -2.994, 0.650], [3.697, -3.205, 0.187], [2.812, -3.921, 0.973], [3.194, -4.435, 2.204], [4.487, -4.222, 2.650], [1.145, -4.118, 0.443], [1.073, -3.598, -0.905], [0.699, -5.473, 0.655], [0.374, -3.189, 1.546], [-1.093, -3.268, 1.593], [-1.627, -2.242, 2.578], [-1.522, -0.782, 2.103], [-1.396, 0.109, 2.942], [-1.611, -0.623, 0.831], [7.481, -3.030, 1.605], [7.135, -3.971, 3.065], [6.732, -2.252, 2.995], [5.666, -2.393, 0.059], [3.366, -2.772, -0.746], [2.481, -4.984, 2.803], [4.794, -4.613, 3.613], [0.747, -2.241, 1.473], [-1.356, -4.279, 1.904], [-1.542, -3.079, 0.614], [-1.135, -2.332, 3.548], [-2.692, -2.433, 2.742]],
  "lowdin_charge": [0.771, 1.265, -0.541, -0.187, -0.081, -0.048, -0.159, -0.038, -0.062, -0.072, -0.257, 0.884, -0.350, -0.076, -0.088, -0.090, -0.064, -0.074, -0.361, -0.066, -0.061, -0.088, -0.087, -0.084, -0.165, 0.071, 0.104, 0.108, 0.110, 0.106, 0.096, 0.103, 0.098, 0.098, 0.108, 0.086, 0.085, 0.109, 0.097, 0.097, 0.106, -0.296, 0.313, -0.515, -0.343, -0.487, -0.054, -0.266, -0.025, -0.053, -0.285, -0.051, -0.042, 0.625, -0.414, -0.305, -0.119, -0.237, -0.103, -0.684, 0.003, -0.243, 0.073, 0.071, 0.086, 0.121, 0.105, 0.114, 0.107, 0.068, 0.110, 0.086, 0.115, 0.118],
  "e_above_lowest_kj_mol": 119.0,
  "mol_weight_g_mol": 971.665,
  "gap_ev": 7.077,
  "fmax_ha_per_bohr": 0.0182,
  "charge": -1,
  "homo_energy_ev": -5.2
}